ORCA calculation (ωB97M-V/def2-TZVPD) on a 6-piece molecular cluster, C24H48ClN4O11 overall at a distorted geometry.

Geometry as ORCA input:
```
! RIJCOSX wB97M-V def2-TZVPD def2/J DEFGRID3
* xyz 1 1
N -1.847 -3.116 2.270
C -2.741 -2.121 1.943
N -4.109 -2.553 1.458
C -4.702 -1.161 1.184
N -3.754 -0.013 1.492
Cl -4.229 1.632 1.272
N -2.578 -0.601 1.934
C -1.324 0.178 2.320
C -0.052 -0.418 1.476
O 0.396 0.610 0.482
H -1.371 -3.210 3.200
H -1.661 -3.889 1.567
H -5.779 -0.987 0.755
H -1.173 0.220 3.484
H -1.491 1.304 1.965
H 0.850 -0.645 2.190
H -0.285 -1.383 0.846
H 0.794 0.100 -0.309
O 0.231 -2.556 -1.797
C -0.283 -2.021 -2.779
O -0.075 -2.521 -4.017
C -0.758 -2.077 -5.205
C -0.085 -0.852 -5.792
C -1.073 -0.755 -2.629
H -1.824 -1.922 -5.009
H -0.694 -2.900 -5.925
H -0.109 -0.006 -5.099
H -0.577 -0.551 -6.722
H 0.970 -1.057 -6.002
H -0.386 0.093 -2.579
H -1.647 -0.812 -1.699
H -1.799 -0.591 -3.424
O -0.145 2.771 -4.940
C -1.181 3.198 -4.432
O -1.131 3.974 -3.326
C -2.262 4.658 -2.755
C -3.048 3.736 -1.842
C -2.518 2.790 -4.974
H -2.882 5.110 -3.534
H -1.857 5.486 -2.164
H -3.459 2.882 -2.385
H -3.875 4.276 -1.369
H -2.401 3.329 -1.058
H -2.781 1.804 -4.580
H -2.450 2.737 -6.065
H -3.319 3.496 -4.754
O -0.084 -4.152 3.583
C 0.745 -5.042 3.770
O 0.466 -6.319 3.425
C 1.419 -7.399 3.446
C 1.530 -7.997 4.835
C 2.038 -4.742 4.466
H 2.385 -7.077 3.045
H 1.038 -8.161 2.758
H 1.891 -7.266 5.563
H 2.215 -8.850 4.833
H 0.550 -8.335 5.187
H 1.871 -4.729 5.547
H 2.388 -3.757 4.142
H 2.840 -5.442 4.230
O 6.601 2.711 -7.433
C 5.576 2.676 -6.754
O 4.405 3.120 -7.262
C 3.125 2.970 -6.619
C 2.891 4.077 -5.610
C 5.625 2.225 -5.325
H 3.019 1.972 -6.183
H 2.371 3.042 -7.410
H 3.633 4.057 -4.807
H 1.896 3.988 -5.163
H 2.974 5.058 -6.090
H 5.961 3.055 -4.698
H 6.338 1.399 -5.246
H 4.676 1.844 -4.949
O 0.407 0.974 4.876
C -0.005 1.400 5.954
O -0.447 2.673 6.061
C -1.102 3.216 7.224
C -0.087 3.681 8.250
C 0.059 0.546 7.184
H -1.824 2.505 7.635
H -1.681 4.079 6.877
H 0.529 2.855 8.613
H -0.589 4.141 9.107
H 0.597 4.414 7.809
H 1.069 0.592 7.601
H -0.170 -0.487 6.904
H -0.665 0.820 7.951
*
```

Values from the calculation:
* strongest force on any atom: 9.19 eV/A
* M: 604.12 g/mol
* orbital gap: 7.130 eV
* highest occupied orbital energy: -10.98 eV
* LUMO energy: -0.1416 Ha

Atom charges from the Löwdin analysis, given in e for atoms 1 to 4: 0.115, -0.212, 0.126, -0.006

ORCA calculation (ωB97M-V/def2-TZVPD) on C24H48Cu2O17S3 as an isolated structure at a distorted geometry.

Geometry as ORCA input:
```
! RIJCOSX wB97M-V def2-TZVPD def2/J DEFGRID3
* xyz 2 3
Cu -6.883 14.752 19.328
Cu -2.746 13.482 16.093
S -4.941 14.229 17.442
O -3.695 13.620 17.992
O -5.300 15.485 18.120
O -4.596 14.364 16.011
O -5.977 13.270 17.878
C -4.911 9.859 15.308
C -3.615 9.095 15.587
C -2.629 10.183 15.136
O -3.205 11.451 15.520
C -4.530 11.167 16.015
H -5.813 9.380 15.686
H -5.114 10.104 14.263
H -3.417 8.228 14.958
H -3.598 8.808 16.636
H -2.520 10.108 14.056
H -1.668 10.007 15.618
H -5.272 11.952 15.909
H -4.584 10.953 17.089
C -6.432 18.974 20.664
C -5.320 18.259 21.391
C -5.793 16.792 21.504
O -6.677 16.689 20.369
C -6.926 17.944 19.665
H -6.069 19.867 20.156
H -7.252 19.328 21.293
H -5.044 18.642 22.371
H -4.450 18.303 20.731
H -6.330 16.592 22.431
H -4.992 16.072 21.356
H -7.976 17.946 19.385
H -6.278 17.961 18.785
C 0.879 12.542 18.355
C 1.442 12.326 16.936
C 0.165 11.910 16.180
O -0.898 12.639 16.796
C -0.547 12.976 18.184
H 1.498 13.155 19.005
H 0.877 11.557 18.835
H 2.279 11.666 16.738
H 1.690 13.307 16.518
H 0.112 10.817 16.220
H 0.224 12.108 15.109
H -1.306 12.619 18.875
H -0.592 14.068 18.199
C -5.225 13.091 23.109
C -4.531 12.225 22.105
C -4.626 12.900 20.743
O -5.760 13.808 20.934
C -6.385 13.520 22.209
H -4.518 13.866 23.412
H -5.446 12.452 23.961
H -5.000 11.243 21.984
H -3.494 11.926 22.289
H -4.741 12.154 19.960
H -3.769 13.541 20.543
H -7.073 12.672 22.190
H -6.942 14.387 22.560
C -1.678 17.995 16.773
C -0.458 17.549 15.946
C -0.524 16.009 15.946
O -1.820 15.601 16.508
C -2.603 16.810 16.641
H -2.104 18.923 16.396
H -1.368 18.206 17.797
H 0.473 17.964 16.324
H -0.544 17.891 14.914
H 0.236 15.622 16.621
H -0.399 15.667 14.922
H -3.358 16.741 17.423
H -3.159 16.909 15.702
C -6.065 17.132 15.043
C -6.625 16.104 14.064
O -6.500 16.659 12.780
S -5.510 17.933 12.673
O -6.253 19.099 12.340
O -4.349 17.574 11.928
O -5.166 17.922 14.271
H -5.503 16.612 15.817
H -6.770 17.812 15.521
H -7.705 15.943 14.170
H -6.245 15.083 14.132
C -9.571 10.555 18.884
C -8.465 11.578 18.509
O -7.680 11.600 19.709
S -7.441 10.054 20.159
O -7.134 9.936 21.544
O -6.542 9.459 19.192
O -8.977 9.678 19.836
H -9.866 9.886 18.076
H -10.442 11.044 19.320
H -8.841 12.520 18.121
H -7.805 11.133 17.760
*
```

Values from the calculation:
* strongest force on any atom: 4.21 eV/A
* M: 831.92 g/mol
* energy relative to the best compared isomer or geometry (same formula, charge and spin): 10.4 kJ/mol
* orbital gap (alpha / beta): 8.136 / 5.334 eV
* highest occupied orbital energy (alpha / beta): -14.88 / -14.88 eV
* LUMO energy (alpha / beta): -0.2478 / -0.3507 Ha

Atom charges from the Löwdin analysis, given in e for atoms 1 to 4: 0.935, 0.882, 0.366, -0.309

ORCA calculation (ωB97M-V/def2-TZVPD) on C24H48NOPt as an isolated structure at a distorted geometry.

Geometry as ORCA input:
```
! RIJCOSX wB97M-V def2-TZVPD def2/J DEFGRID3
* xyz 2 2
C 5.794 -5.008 1.026
C 5.182 -3.844 0.255
C 6.138 -3.278 -0.796
C 5.669 -1.941 -1.405
C 6.726 -0.825 -1.368
C 6.560 0.163 -0.214
C 5.266 0.973 -0.268
C 4.843 1.509 1.103
C 3.732 2.561 1.107
C 2.325 1.981 0.955
C 1.290 2.995 0.425
C 0.632 2.616 -0.921
C -0.894 2.721 -0.971
C -1.673 1.922 0.076
C -3.192 2.161 -0.067
C -4.088 0.940 -0.354
C -3.791 -0.247 0.552
C -4.745 -1.443 0.312
C -4.493 -2.574 1.298
C -4.657 -1.970 -1.117
N -6.087 -0.805 0.666
O -6.393 -0.858 1.810
C -6.695 0.325 -0.159
C -7.880 0.878 0.621
C -7.184 -0.155 -1.542
C -5.548 1.391 -0.205
H 6.522 -4.651 1.756
H 6.322 -5.687 0.354
H 5.042 -5.581 1.568
H 4.908 -3.042 0.950
H 4.261 -4.168 -0.238
H 6.242 -4.013 -1.595
H 7.123 -3.148 -0.336
H 5.366 -2.100 -2.441
H 4.758 -1.630 -0.881
H 7.705 -1.291 -1.248
H 6.774 -0.282 -2.314
H 7.399 0.863 -0.218
H 6.619 -0.384 0.734
H 4.442 0.349 -0.623
H 5.373 1.812 -0.960
H 5.862 1.971 1.474
H 4.572 0.661 1.737
H 3.941 3.352 0.387
H 3.731 3.156 2.123
H 2.001 1.573 1.914
H 2.417 1.140 0.264
H 1.792 3.957 0.303
H 0.527 3.165 1.185
H 0.941 1.616 -1.236
H 1.017 3.293 -1.685
H -1.207 2.340 -1.948
H -1.192 3.773 -0.935
H -1.419 0.865 -0.048
H -1.365 2.210 1.081
H -3.573 2.657 0.828
H -3.345 2.864 -0.892
H -3.914 0.651 -1.393
H -3.852 0.041 1.607
H -2.798 -0.659 0.377
H -4.222 -2.212 2.287
H -3.686 -3.188 0.908
H -5.367 -3.222 1.388
H -4.787 -1.215 -1.882
H -3.669 -2.409 -1.234
H -5.393 -2.757 -1.288
H -8.528 0.078 0.981
H -8.446 1.517 -0.054
H -7.579 1.483 1.472
H -6.833 0.517 -2.321
H -6.888 -1.165 -1.795
H -8.270 -0.143 -1.559
H -5.651 2.021 0.678
H -5.798 2.014 -1.065
Pt 5.291 2.821 3.014
*
```

Values from the calculation:
* strongest force on any atom: 1.59 eV/A
* M: 561.73 g/mol
* orbital gap (alpha / beta): 7.193 / 6.867 eV
* highest occupied orbital energy (alpha / beta): -14.61 / -14.61 eV
* LUMO energy (alpha / beta): -0.2725 / -0.2844 Ha

Atom charges from the Löwdin analysis, given in e for atoms 1 to 4: -0.112, -0.282, -0.215, -0.197

ORCA calculation (ωB97M-V/def2-TZVPD) on a 7-piece molecular cluster, C24H48O10 overall at a distorted geometry.

Geometry as ORCA input:
```
! RIJCOSX wB97M-V def2-TZVPD def2/J DEFGRID3
* xyz 0 1
O 29.843 38.557 15.567
C 29.522 39.471 14.919
O 30.124 40.574 14.548
C 31.277 40.868 15.232
C 31.906 42.114 14.538
C 28.206 39.387 14.136
H 32.202 40.130 15.134
H 31.371 41.069 16.285
H 32.427 42.535 15.268
H 31.004 42.807 14.324
H 32.616 41.899 13.664
H 27.309 39.773 14.674
H 27.802 38.437 13.752
H 28.359 39.898 13.255
O 28.157 43.313 20.635
C 27.018 43.444 20.931
O 26.142 43.997 20.178
C 26.435 44.471 18.849
C 25.340 45.181 18.105
C 26.575 43.116 22.342
H 26.688 43.573 18.151
H 27.219 45.102 18.732
H 24.506 44.520 18.262
H 25.646 45.315 16.982
H 24.918 46.007 18.472
H 26.885 43.856 23.023
H 27.064 42.117 22.541
H 25.350 43.008 22.352
O 29.445 47.601 14.302
C 30.124 46.551 14.337
O 29.607 45.387 14.723
C 28.201 45.282 14.913
C 27.657 43.852 15.157
C 31.571 46.708 14.052
H 27.615 45.748 14.180
H 27.755 45.889 15.731
H 27.951 43.142 14.479
H 26.629 43.882 15.424
H 28.213 43.484 16.113
H 31.641 46.220 13.095
H 32.418 46.226 14.613
H 31.805 47.706 13.862
C 23.777 47.721 15.538
C 25.142 48.111 15.050
O 25.630 47.754 13.934
C 26.022 48.869 16.008
H 23.734 46.770 16.185
H 23.238 47.377 14.830
H 23.170 48.640 15.892
H 27.005 48.715 15.705
H 25.889 48.584 17.049
H 25.762 49.945 16.021
C 34.930 49.700 14.358
C 33.426 49.858 14.664
O 32.700 50.464 13.693
C 32.900 49.374 15.915
H 35.213 48.759 14.081
H 35.463 49.674 15.386
H 35.482 50.376 13.705
H 33.224 48.344 15.918
H 31.871 49.418 15.780
H 33.067 50.065 16.907
C 32.351 43.861 11.059
C 33.855 44.190 11.437
O 34.131 44.948 12.468
C 34.894 43.595 10.585
H 31.516 44.229 11.934
H 32.272 42.908 10.674
H 31.878 44.566 10.320
H 35.194 42.543 10.721
H 35.852 44.180 10.614
H 34.728 43.746 9.668
C 24.599 44.578 12.618
C 24.539 43.615 13.759
O 24.124 43.779 15.061
C 24.989 42.039 13.296
H 23.954 45.253 12.650
H 24.648 44.260 11.619
H 25.441 45.379 12.792
H 24.524 41.848 12.314
H 24.776 41.390 14.075
H 26.138 41.898 13.226
*
```

Values from the calculation:
* strongest force on any atom: 9.02 eV/A
* M: 496.64 g/mol
* energy relative to the best compared isomer or geometry (same formula, charge and spin): 844.6 kJ/mol
* orbital gap: 9.912 eV
* highest occupied orbital energy: -9.52 eV
* LUMO energy: 0.0145 Ha

Atom charges from the Löwdin analysis, given in e for atoms 1 to 4: 0.161, -0.578, 0.020, -0.261

ORCA calculation (ωB97M-V/def2-TZVPD) on a 8-piece molecular cluster, C24H48O24 overall at a distorted geometry.

Geometry as ORCA input:
```
! RIJCOSX wB97M-V def2-TZVPD def2/J DEFGRID3
* xyz 0 1
C -8.345 3.597 3.672
O -7.031 3.856 3.207
C -6.084 3.098 3.755
O -6.255 2.289 4.627
O -4.922 3.396 3.180
C -3.794 2.728 3.730
H -8.496 3.936 4.700
H -8.562 2.528 3.689
H -9.011 4.133 3.006
H -3.588 3.088 4.737
H -2.951 2.949 3.080
H -3.935 1.648 3.742
C 3.863 1.567 -0.506
O 3.467 2.918 -0.771
C 2.843 3.576 0.202
O 2.375 3.090 1.202
O 2.798 4.860 -0.116
C 2.168 5.700 0.850
H 3.318 1.160 0.339
H 4.924 1.478 -0.299
H 3.535 1.009 -1.380
H 2.317 6.716 0.513
H 2.591 5.526 1.840
H 1.108 5.452 0.938
C -0.385 -5.526 -8.357
O 0.690 -5.092 -7.525
C 0.530 -5.347 -6.234
O -0.208 -6.173 -5.771
O 1.348 -4.551 -5.540
C 1.288 -4.691 -4.134
H -0.292 -6.584 -8.600
H -0.328 -4.942 -9.269
H -1.334 -5.354 -7.852
H 1.734 -3.816 -3.680
H 1.811 -5.603 -3.822
H 0.288 -4.868 -3.732
C -0.126 0.849 2.149
O -0.603 0.502 0.866
C 0.229 -0.188 0.091
O 1.375 -0.454 0.322
O -0.433 -0.501 -1.019
C 0.248 -1.284 -1.968
H 0.226 -0.046 2.663
H -0.921 1.329 2.714
H 0.674 1.592 2.125
H 1.316 -1.079 -2.037
H -0.179 -1.101 -2.953
H 0.122 -2.357 -1.798
C -2.827 0.708 -4.012
O -3.689 0.769 -2.891
C -3.384 1.721 -1.999
O -2.505 2.523 -2.118
O -4.174 1.684 -0.926
C -5.362 0.903 -0.951
H -2.720 1.685 -4.485
H -3.266 0.024 -4.734
H -1.831 0.353 -3.754
H -5.152 -0.150 -1.141
H -6.059 1.280 -1.696
H -5.774 0.964 0.053
C 8.063 -0.604 2.830
O 6.738 -0.447 2.322
C 5.899 0.299 3.040
O 6.148 0.838 4.083
O 4.740 0.359 2.390
C 3.610 0.765 3.143
H 8.176 -1.622 3.207
H 8.255 0.091 3.642
H 8.747 -0.470 1.998
H 2.808 0.986 2.453
H 3.798 1.645 3.761
H 3.296 -0.021 3.839
C 1.120 0.702 -7.486
O 0.467 0.740 -6.216
C 1.030 1.544 -5.319
O 1.959 2.279 -5.521
O 0.383 1.378 -4.169
C 0.777 2.188 -3.050
H 0.834 1.566 -8.079
H 0.837 -0.240 -7.945
H 2.202 0.675 -7.350
H 1.550 1.639 -2.515
H -0.122 2.365 -2.468
H 1.181 3.142 -3.383
C -0.736 -2.251 5.567
O -1.092 -3.619 5.302
C -0.787 -4.580 6.171
O -1.049 -5.733 5.970
O -0.190 -4.118 7.277
C 0.099 -5.115 8.253
H 0.226 -2.187 6.066
H -1.498 -1.781 6.183
H -0.644 -1.795 4.587
H 0.505 -4.609 9.121
H 0.827 -5.830 7.869
H -0.810 -5.659 8.507
*
```

Values from the calculation:
* strongest force on any atom: 1.43 eV/A
* M: 720.62 g/mol
* energy relative to the best compared isomer or geometry (same formula, charge and spin): 71.1 kJ/mol
* orbital gap: 11.231 eV
* highest occupied orbital energy: -10.84 eV
* LUMO energy: 0.0142 Ha

Atom charges from the Löwdin analysis, given in e for atoms 1 to 4: -0.049, 0.009, -0.625, 0.125